[1]
Density functional theory data (ωB97M-V/def2-TZVPD) for 15 unconnected molecules or ions with the total composition C22H46Cl28N2O3PS2.

Properties
Electronic energy: -15224.2929 Eh
Charge: -1
Highest occupied orbital energy: -4.17 eV
E_LUMO: 1.62 eV

Each line ends with the Mulliken charge.
Cartesian coordinates (Å):
Cl 9.05288 0.93500 -2.67798  -0.159
H 2.36633 -4.23244 -1.05196  0.218
Cl 6.31715 2.84591 0.63009  -0.061
C -5.36954 0.77364 -6.82466  -0.303
C -2.07299 5.50934 0.03882  0.018
H 2.90437 0.28054 -2.27387  0.316
H -11.55381 3.92836 -0.23467  0.246
C -0.63461 -0.27367 0.19335  -0.665
H -5.34636 2.89263 -0.23589  0.316
H 4.58544 0.66296 -0.67144  -0.031
Cl 10.38431 -0.06265 7.43682  -0.165
Cl -6.72013 0.45252 -7.91965  -0.167
H -10.04559 4.61693 0.41967  -0.187
Cl -3.27778 -0.73819 -3.65703  -0.199
H -8.62624 -0.33438 -2.11709  0.195
O 2.01197 -3.58847 -0.43105  -0.411
Cl -9.09464 0.63512 -0.03215  -0.123
Cl -5.87742 5.78338 -3.75877  -0.150
H 3.81626 -1.21090 -2.45243  0.422
H -0.04720 -2.33288 -1.17772  0.109
H 9.25673 2.65877 2.25924  0.245
Cl 8.13636 -4.38988 5.54947  -0.167
H -4.85361 -9.83626 -0.73393  0.296
H -2.47517 -1.31091 -0.07751  0.004
H 5.19376 -0.55217 3.44834  0.420
H 4.79759 -1.05034 -0.35870  0.459
H 4.36920 4.02931 0.06690  0.181
Cl -1.16066 4.07947 -0.44856  -0.062
C -6.35554 2.54510 -0.42146  -0.493
Cl -1.21502 7.01805 -0.32604  -0.188
C 4.02479 0.30630 1.84671  -0.277
Cl -5.42720 -7.94080 0.52603  -0.165
C 5.03563 -0.71037 2.38239  -1.270
C 9.12454 2.17053 3.21776  -0.297
H -1.64150 -3.04868 -1.25587  -0.062
Cl -11.09285 6.06357 -1.09887  -0.161
H -4.65126 1.39987 -7.33869  0.321
H -3.43821 -8.80662 -0.36628  0.261
C -1.46743 -1.56142 0.26710  -0.379
C -0.86731 -2.72782 -0.55599  0.111
H 9.47261 -2.02898 6.53349  -0.030
H 9.93439 1.47980 3.41929  0.282
Cl -11.93845 5.32400 1.61479  -0.162
Cl 8.40810 -1.88958 8.61842  -0.157
S 1.80455 1.90083 -0.09045  -0.260
H 6.09375 -3.58132 4.69704  0.340
C 6.88646 -3.15663 5.30182  -0.373
C 9.78923 -1.72612 7.52414  0.034
Cl 7.99998 1.45226 -5.37142  -0.175
N 3.25643 -0.23418 0.72317  0.455
Cl 9.12987 3.41359 4.47864  -0.170
H 5.97734 -0.67608 1.83414  0.315
N -0.52823 -3.88479 0.23254  -0.347
Cl -7.13130 -1.44432 -0.68670  -0.080
O 1.08268 -5.88044 0.19325  -0.612
H 7.12265 2.11906 -3.29321  -0.139
H -4.69084 1.08531 -3.20860  -0.189
C -8.68439 -0.71750 -1.10489  -0.336
Cl -7.49879 3.63525 0.38019  -0.175
C -3.73461 -4.77590 -0.16715  1.253
H 3.32656 0.54476 2.65280  0.464
O 1.48207 -4.14463 2.00540  -0.716
Cl -6.62871 2.49019 -2.17002  -0.057
H -6.80716 5.37272 -1.64656  -0.285
Cl -4.58929 -8.08838 -2.28002  -0.139
Cl -3.87499 -4.06149 -1.77925  -0.206
H -3.01351 5.52275 -0.49722  -0.091
H -1.24202 0.59237 0.46472  0.376
C -4.47603 -8.82290 -0.67748  -0.271
H 4.50205 1.24823 1.54868  -0.064
H 10.58880 -2.35772 7.89085  0.297
Cl 7.52859 -1.72577 4.48924  -0.095
H -0.25048 -0.10394 -0.81333  0.461
H 2.32049 -1.18947 -1.49284  0.190
H -6.50238 1.54882 -0.02161  0.377
C 2.00963 0.43327 0.60553  -0.182
H -4.14079 -5.77872 -0.19030  -0.674
Cl -5.88269 1.61575 -5.35607  -0.077
H -2.67560 -4.75984 0.10389  -0.162
C 4.03774 -0.27980 -0.51318  -0.196
H 6.51756 -2.85271 6.27423  0.314
S 0.72433 -0.47195 1.37175  -0.199
Cl 7.61515 1.25932 3.16975  -0.074
H 8.61733 2.99452 -3.71349  0.265
H 4.58290 -1.69898 2.26715  0.407
H 5.86105 4.91192 -0.38940  0.366
C -11.07554 4.81757 0.15719  0.289
C 3.21763 -0.62581 -1.75245  -1.217
C -4.24772 0.30458 -2.61122  0.461
H -9.45528 -1.47233 -1.01176  0.351
H -4.92779 -0.17057 -6.52933  0.207
Cl -3.31705 1.07294 -1.31563  -0.077
H -5.01428 -0.30340 -2.14523  0.017
H 2.01918 -6.10017 0.12013  0.252
H -1.50414 -1.91451 1.30077  0.470
C -6.45357 6.25804 -2.16098  0.235
C 5.36176 3.95121 -0.36322  -0.328
Cl -4.64280 -3.84931 1.04351  -0.223
H -7.25173 6.98077 -2.27840  0.333
Cl 5.19409 3.36949 -2.02718  -0.156
Cl -5.16892 6.97792 -1.17655  -0.146
C 8.11982 2.03248 -3.70321  0.206
P 0.93721 -4.28175 0.62876  0.510
H -2.23818 5.46189 1.10862  0.308

---

[2]
Density functional theory data (ωB97M-V/def2-TZVPD) for a molecular structure, C22H46Cl2F6OP2Ru.

Properties
2S+1: 6
Electronic energy: -3238.2341 Eh
Charge: -1
Highest occupied orbital energy (spin up / spin down): -1.77 / -3.89 eV
E_LUMO (spin up / spin down): 2.72 / 2.03 eV

Each line ends with the Mulliken charge.
Cartesian coordinates (Å):
H -5.60132 -0.17776 -0.08397  0.230
C 3.92852 -1.58875 1.22490  -1.592
H 4.47695 -2.25923 -3.31726  0.458
H 4.21787 -2.39000 0.53398  0.229
H -0.99400 -1.45857 -0.06104  0.038
C 5.19019 2.09163 -1.41861  -1.493
H -2.98415 -3.91707 0.04867  0.271
C -3.82045 0.52824 -1.14738  0.316
C 2.88116 2.96861 -0.60490  -1.057
H 1.81672 2.90086 -0.85175  0.159
C -3.82742 -2.71936 -2.61112  -1.439
F -1.68423 3.83305 1.05967  -0.201
Cl -0.64264 -1.21977 2.40346  -0.592
O -0.01556 1.67162 1.33422  -0.212
H 1.60521 -2.10340 -0.88928  0.092
H 3.27139 1.89509 -2.40940  0.422
H -1.98501 2.45155 3.96082  0.515
F 0.21953 2.88108 4.74298  -0.315
H 2.95939 2.86403 0.48429  0.045
C -1.33093 -2.63990 -2.31754  -1.327
H -4.05640 2.04406 0.41969  0.436
H -5.88298 1.17745 -1.19614  0.431
H -1.63050 0.77888 3.38957  0.350
H -3.96838 -3.53922 -1.89557  0.211
H 5.31713 -1.62478 -1.87295  0.222
H 2.05378 -2.89141 -2.40962  0.521
H 5.41011 3.04067 -1.92878  0.490
C -2.63540 -1.83878 -2.23083  0.788
C 4.31089 -0.19717 0.70093  0.701
C -4.06809 -1.13969 1.86339  -1.530
H 4.93540 -0.53703 -3.23605  0.317
C -3.81236 -1.93953 0.58094  0.372
C 0.67836 2.33801 3.56878  0.242
Ru -1.09552 0.02097 0.50000  -0.450
F 1.79730 3.01824 3.20370  -0.247
H -1.17675 -3.26745 -1.42885  0.247
C -3.34813 1.75372 -0.36667  -0.190
P 3.28252 0.23358 -0.75535  0.146
H 2.84698 -1.65593 1.41599  0.202
H 5.61366 2.12258 -0.40299  0.212
H 3.12216 1.15742 1.96918  0.005
H -2.56898 -1.00559 -2.94830  0.435
H 3.12562 -3.04475 -1.00970  0.306
H -3.10263 -0.81631 2.28166  0.133
H 4.44675 -1.74884 2.17893  0.554
F 0.39643 4.36117 1.39817  -0.208
H -2.55229 1.87524 2.35287  0.150
C -3.09193 -3.24638 0.90789  -1.399
C 2.45590 -2.35488 -1.53859  -1.603
C -5.32378 0.23980 -1.05956  -1.461
H -2.10131 -3.01258 1.31997  0.086
H -3.65264 -3.79103 1.67802  0.493
H -3.61154 -3.16269 -3.59414  0.509
H 4.75775 1.76955 1.61680  0.254
H -4.54166 -1.79389 2.60717  0.506
P -2.80665 -0.94556 -0.61492  0.949
F 1.05089 1.05997 3.83199  -0.226
C -0.46184 2.31152 2.45480  1.065
C 3.19358 -1.09013 -2.02812  0.742
H -4.71116 -0.26264 1.73241  0.269
H 5.68208 1.27852 -1.96990  0.246
H 5.35630 -0.20625 0.34366  0.549
H -1.35381 -3.29366 -3.19975  0.544
H -4.76438 -2.15792 -2.71410  0.241
C 4.16883 0.86374 1.80882  -1.479
H -0.47068 -1.96709 -2.41647  0.011
C -1.74983 1.82708 3.09644  -1.775
H 2.53911 -0.61554 -2.78571  0.243
C 3.67507 1.89609 -1.37954  0.417
H 4.51134 0.42275 2.75356  0.514
F -1.08833 4.64136 3.00020  -0.313
H -2.34068 1.58538 0.09510  -0.770
H -4.76505 -2.15030 0.07331  0.761
Cl -0.40551 0.65826 -1.62354  -0.573
C 4.56689 -1.38989 -2.64628  -1.429
H -3.53994 0.67733 -2.20322  0.667
H 3.23837 3.96936 -0.87937  0.467
C -0.68884 3.81270 1.98910  0.458
H -5.65442 -0.46499 -1.83572  0.261
H -3.19200 2.60458 -1.04314  0.387

---

[3]
Density functional theory data (ωB97M-V/def2-TZVPD) for 3 unconnected molecules or ions with the total composition C22H46IN4O3.

Properties
Electronic energy: -1607.9850 Eh
Charge: +1
Highest occupied orbital energy: -11.75 eV
E_LUMO: -3.12 eV

Each line ends with the Mulliken charge.
Cartesian coordinates (Å):
H 4.33573 0.26777 3.39921  0.380
C -7.49841 3.05562 2.90635  -1.195
H -0.04129 -1.68237 -1.51893  -0.011
C 2.72632 0.26643 1.98114  -0.661
C 2.56495 -0.40532 -4.31810  -0.716
H 5.01466 -2.07230 3.20316  0.463
C 4.66028 -2.97287 -1.45714  -0.796
H -5.23678 0.97821 1.87257  0.374
H -1.79032 -1.17220 -3.44460  0.411
H -0.70787 -2.08534 -4.46162  0.610
N -1.10204 0.73839 -1.98905  -0.309
C -1.08164 1.95279 -1.47290  -0.225
H 1.89108 -1.19566 -2.39474  -0.247
H -5.77403 2.09099 3.76476  0.219
C 2.28388 -0.37720 0.67070  -0.500
I -2.17673 -4.58680 -3.33268  0.051
C 4.46750 -2.78725 -2.92504  0.504
H 0.46746 -2.98431 -2.56701  0.284
H 4.11275 -1.79746 5.62592  0.302
H -1.71367 2.28881 -0.66576  0.441
H -4.40254 1.11137 0.34530  0.343
O 5.31966 -2.82030 -3.73844  -0.520
H 4.87103 -2.00929 -0.99496  0.166
H -2.39841 -2.58178 -1.61907  0.509
H 3.02925 0.57507 -4.24618  0.351
H 3.77142 -3.40797 -1.01225  0.309
N 0.08498 -0.30271 -3.74717  -0.022
H -8.20114 2.63046 3.62269  0.384
H 3.01695 -3.30457 3.94561  0.413
C 2.96615 -2.21916 3.83402  -0.454
H 3.04991 -0.24639 -0.10023  0.071
N -0.19116 2.73842 -2.06969  -0.325
H 2.37745 -1.93668 5.90137  0.391
H -2.32522 1.87985 1.53892  0.180
H 5.51785 -3.61161 -1.27088  0.454
C -1.52447 -3.18736 -1.83306  -1.566
C -3.12454 1.34040 2.05854  -1.104
H -1.24609 -3.79397 -0.98300  0.560
H 0.98487 0.57430 -5.41638  0.466
H 4.83270 -0.10290 1.76838  0.369
C -0.37665 -2.33356 -2.32732  0.427
H -5.78960 3.06993 0.63829  0.363
H 2.10434 -1.44695 0.78744  0.285
H -2.85326 0.28420 2.08686  0.372
C -4.46128 1.54192 1.35016  -0.442
C 1.11032 -0.31495 -4.80183  -1.067
H -7.54426 2.44486 2.00325  0.280
H 1.93884 0.14487 2.72850  0.332
O 1.31098 2.51413 -3.87076  -0.447
C 2.78108 -1.17363 -3.01596  0.271
O 3.16311 -2.52826 -3.27806  -0.312
H 3.03059 -0.48497 5.15569  0.286
C 4.04668 -0.29263 2.50739  -0.832
H -3.14869 1.70034 3.08667  0.330
C -5.06209 3.73835 2.55612  -0.746
N 0.40974 1.95997 -3.02644  0.554
C -4.87024 3.00890 1.22569  -0.574
C 3.13178 -1.57026 5.20516  -1.250
H 1.35550 0.07343 0.30670  0.163
C -0.17288 0.72876 -2.97578  0.500
H 2.16525 2.51873 -3.40649  0.396
H -4.10327 3.81067 3.07775  0.299
H 3.55651 -0.67424 -2.43385  0.261
C -6.08937 3.10161 3.49052  -0.364
H 2.83967 1.34386 1.83227  0.368
H -6.10805 3.67374 4.42057  0.378
H 0.87954 -1.16893 -5.42708  0.518
H 1.96659 -2.00221 3.44526  0.212
H 3.89068 -2.35941 1.89938  -0.056
H -4.10866 3.54442 0.64440  0.261
C -0.75879 -1.50656 -3.54806  -1.172
C 4.02888 -1.78910 2.82387  -0.290
H -7.84664 4.05850 2.65245  0.297
H -5.36519 4.76788 2.34454  0.389
H 3.12090 -0.94336 -5.08301  0.438
H 0.01747 3.71485 -1.93406  0.220